<a>
Entry from the Open Molecules 2025 dataset: a single C3H2N4 molecule (ωB97M-V/def2-TZVPD).

Results
LUMO energy in Eh: 0.0182
HOMO-LUMO gap in eV: 10.9

Structure (ORCA input):
```
! RIJCOSX wB97M-V def2-TZVPD def2/J DEFGRID3
* xyz 0 1
N 2.94 0.46 0.66
C 1.93 0.54 0.10
C 0.54 0.45 -0.23
C -0.14 -0.74 -0.32
N -1.40 -0.39 -0.02
N -1.51 0.93 0.22
N -0.34 1.45 0.10
H 0.21 -1.76 -0.45
H -2.24 -0.95 -0.07
*
```

Here are the Löwdin charges for atoms 1 to 4, given in e: atom 1 (N): 0.1550, atom 2 (C): -0.1714, atom 3 (C): -0.3088, atom 4 (C): -0.0334

<b>
Entry from the Open Molecules 2025 dataset: 2 unconnected molecules or ions with the total composition C3H2N4 (ωB97M-V/def2-TZVPD).

Results
LUMO energy in Eh: 0.0118
HOMO-LUMO gap in eV: 10.7

Structure (ORCA input):
```
! RIJCOSX wB97M-V def2-TZVPD def2/J DEFGRID3
* xyz 0 1
N 0.68 2.96 0.09
C 1.06 1.89 0.25
N 1.56 0.69 0.09
C 1.35 -0.54 -0.10
N 1.47 -1.73 -0.08
H 0.91 -2.40 -0.56
C -1.47 1.12 0.03
N -1.38 -0.04 0.12
H -1.68 2.15 0.20
*
```

Here are the Löwdin charges for atoms 1 to 4, given in e: atom 1 (N): 0.1391, atom 2 (C): -0.3801, atom 3 (N): 0.1393, atom 4 (C): -0.2405

<c>
Entry from the Open Molecules 2025 dataset: a single C3H2N4 molecule (ωB97M-V/def2-TZVPD).

Results
LUMO energy in Eh: -0.0179
HOMO-LUMO gap in eV: 8.6

Structure (ORCA input):
```
! RIJCOSX wB97M-V def2-TZVPD def2/J DEFGRID3
* xyz 0 1
N -1.42 -1.87 1.75
C -1.20 -1.14 0.86
C -0.97 0.44 0.22
C 0.23 1.14 0.04
N 1.03 0.34 -0.70
N 0.55 -0.85 -0.96
N -0.70 -0.75 -0.46
H 0.56 2.12 0.36
H 1.93 0.57 -1.11
*
```

Here are the Löwdin charges for atoms 1 to 4, given in e: atom 1 (N): 0.1384, atom 2 (C): -0.3850, atom 3 (C): -0.0522, atom 4 (C): -0.0638

<d>
Entry from the Open Molecules 2025 dataset: a single C3H2N4 molecule (ωB97M-V/def2-TZVPD).

Results
LUMO energy in Eh: 0.0018
HOMO-LUMO gap in eV: 10.0

Structure (ORCA input):
```
! RIJCOSX wB97M-V def2-TZVPD def2/J DEFGRID3
* xyz 0 1
N -0.87 -1.85 1.26
C 0.18 -2.15 0.77
C 0.14 -0.62 0.43
C -0.34 -0.02 -0.72
N 0.13 1.24 -0.61
N 0.83 1.42 0.52
N 0.83 0.30 1.16
H -0.92 -0.39 -1.54
H 0.01 2.01 -1.24
*
```

Here are the Löwdin charges for atoms 1 to 4, given in e: atom 1 (N): 0.1911, atom 2 (C): -0.0746, atom 3 (C): -0.4337, atom 4 (C): -0.0375

Quick look at relative energies in hartree: <a> 0.0000; <b> 0.0333; <c> 0.1546; <d> 0.0812.

<a>
Entry from the Open Molecules 2025 dataset: a single C3H2FN molecule (ωB97M-V/def2-TZVPD).

Results
LUMO energy in Eh: 0.0042
HOMO-LUMO gap in eV: 10.6

Structure (ORCA input):
```
! RIJCOSX wB97M-V def2-TZVPD def2/J DEFGRID3
* xyz 0 1
C 1.05 1.14 0.04
C 0.41 -0.02 0.01
F 1.02 -1.16 -0.03
C -0.97 0.04 0.16
N -2.11 0.01 -0.08
H 0.44 2.11 -0.27
H 2.15 1.31 -0.07
*
```

Here are the Löwdin charges for atoms 1 to 4, given in e: atom 1 (C): 0.0922, atom 2 (C): -0.4508, atom 3 (F): 0.1284, atom 4 (C): -0.1714

<b>
Entry from the Open Molecules 2025 dataset: a molecular structure, C3H2FN (ωB97M-V/def2-TZVPD).

Results
LUMO energy in Eh: 0.0012
HOMO-LUMO gap in eV: 9.1

Structure (ORCA input):
```
! RIJCOSX wB97M-V def2-TZVPD def2/J DEFGRID3
* xyz 0 1
C -0.43 -0.85 -0.07
C 0.56 0.63 0.69
C -0.23 0.30 -0.66
N 0.36 -0.53 1.17
F -0.54 0.96 -1.74
H -1.01 -1.74 -0.59
H 1.30 1.23 1.18
*
```

Here are the Löwdin charges for atoms 1 to 4, given in e: atom 1 (C): -0.0779, atom 2 (C): -0.0696, atom 3 (C): -0.2689, atom 4 (N): 0.0692

Quick look at relative energies in hartree: <a> 0.0000; <b> 0.0960.

<a>
Entry from the Open Molecules 2025 dataset: 2 unconnected molecules or ions with the total composition C3H6BrF2N (ωB97M-V/def2-TZVPD).

Results
LUMO energy in Eh: 0.0235
HOMO-LUMO gap in eV: 9.3

Structure (ORCA input):
```
! RIJCOSX wB97M-V def2-TZVPD def2/J DEFGRID3
* xyz 0 1
C -1.12 1.65 0.38
C 1.80 -0.77 -0.56
C -0.78 0.38 -0.41
N 1.31 -1.89 -0.03
F -0.90 -0.76 0.48
F -1.77 0.03 -1.30
Br 2.80 0.21 0.57
H -1.13 2.51 -0.42
H -2.10 1.40 0.74
H -0.37 1.61 1.19
H 0.27 0.07 -1.09
H 0.55 -2.36 -0.50
H 1.44 -2.08 0.96
*
```

Here are the Löwdin charges for atoms 1 to 4, given in e: atom 1 (C): -0.0142, atom 2 (C): -0.7292, atom 3 (C): -0.3934, atom 4 (N): -0.0421

<b>
Entry from the Open Molecules 2025 dataset: 2 unconnected molecules or ions with the total composition C3H6BrF2N (ωB97M-V/def2-TZVPD).

Results
LUMO energy in Eh: 0.0299
HOMO-LUMO gap in eV: 9.6

Structure (ORCA input):
```
! RIJCOSX wB97M-V def2-TZVPD def2/J DEFGRID3
* xyz 0 1
C 1.09 1.33 0.29
C -1.93 -0.16 0.14
C 1.45 -0.13 0.31
N -1.81 -1.36 -0.31
F 0.80 -0.78 -0.69
F 2.76 -0.35 -0.08
Br -3.24 0.81 -0.80
H 1.25 1.90 1.20
H 1.70 1.79 -0.49
H 0.08 1.51 0.28
H 1.29 -0.72 1.23
H -1.38 -2.13 0.13
H -2.05 -1.71 -1.22
*
```

Here are the Löwdin charges for atoms 1 to 4, given in e: atom 1 (C): -0.0077, atom 2 (C): -0.6390, atom 3 (C): -0.4174, atom 4 (N): -0.0604

Quick look at relative energies in hartree: <a> 0.0249; <b> 0.0000.

<a>
Entry from the Open Molecules 2025 dataset: 2 unconnected molecules or ions with the total composition C3H3Br2NO (ωB97M-V/def2-TZVPD).

Results
LUMO energy in Eh: -0.0281
HOMO-LUMO gap in eV: 8.8

Structure (ORCA input):
```
! RIJCOSX wB97M-V def2-TZVPD def2/J DEFGRID3
* xyz 0 1
O 0.16 1.77 2.56
N -0.43 1.73 1.52
C -0.95 1.28 0.54
Br -2.04 1.83 -0.88
C 0.10 -1.35 -1.13
C 0.98 -0.68 -0.44
Br 1.70 -1.50 1.16
H -0.50 -1.08 -2.01
H -0.46 -2.23 -0.58
H 1.44 0.22 -0.73
*
```

Here are the Löwdin charges for atoms 1 to 4, given in e: atom 1 (O): 0.0325, atom 2 (N): -0.2064, atom 3 (C): -0.5510, atom 4 (Br): 0.7298

<b>
Entry from the Open Molecules 2025 dataset: a single C3H3Br2NO molecule (ωB97M-V/def2-TZVPD).

Results
LUMO energy in Eh: -0.0110
HOMO-LUMO gap in eV: 9.6

Structure (ORCA input):
```
! RIJCOSX wB97M-V def2-TZVPD def2/J DEFGRID3
* xyz 0 1
O 0.55 -1.92 -1.18
C 0.33 -0.87 -0.66
C -0.90 -0.03 -0.31
Br -2.34 -1.07 0.52
C -0.07 0.83 0.57
N 1.09 0.15 -0.11
Br 2.86 0.01 0.44
H -1.37 0.48 -1.22
H -0.24 1.83 0.37
H 0.09 0.58 1.57
*
```

Here are the Löwdin charges for atoms 1 to 4, given in e: atom 1 (O): 0.1147, atom 2 (C): -0.6013, atom 3 (C): -0.6087, atom 4 (Br): 0.6921

Quick look at relative energies in hartree: <a> 0.1214; <b> 0.0000.

<a>
Entry from the Open Molecules 2025 dataset: 2 unconnected molecules or ions with the total composition C3H9N2O3 (ωB97M-V/def2-TZVPD).

Results
LUMO energy in Eh: 0.1393
HOMO-LUMO gap in eV: 7.7

Structure (ORCA input):
```
! RIJCOSX wB97M-V def2-TZVPD def2/J DEFGRID3
* xyz -1 1
O 2.78 -1.59 -0.61
C 1.80 -1.13 -0.05
N 1.66 -1.18 1.33
C 0.61 -0.36 -0.71
N -0.58 -0.56 0.21
C -0.78 0.70 0.97
O -1.13 1.71 0.20
H 0.99 -0.56 1.76
H 2.44 -1.16 1.88
H 0.39 -1.05 -1.54
H 0.82 0.68 -0.79
H -1.40 -0.99 -0.40
H 0.13 1.03 1.40
H -1.48 0.62 1.77
H -2.00 1.36 -0.92
H -1.80 1.30 -2.61
O -2.47 1.18 -1.91
*
```

Here are the Löwdin charges for atoms 1 to 4, given in e: atom 1 (O): 0.0039, atom 2 (C): -0.5027, atom 3 (N): 0.1401, atom 4 (C): -0.1178

<b>
Entry from the Open Molecules 2025 dataset: 2 unconnected molecules or ions with the total composition C3H9N2O3 (ωB97M-V/def2-TZVPD).

Results
LUMO energy in Eh: 0.1144
HOMO-LUMO gap in eV: 6.2

Structure (ORCA input):
```
! RIJCOSX wB97M-V def2-TZVPD def2/J DEFGRID3
* xyz -1 1
C 1.23 -1.17 0.07
N 0.29 -0.79 -1.02
C 1.07 0.13 -2.04
O 2.28 -0.26 -2.31
H 1.93 -1.89 -0.35
H 0.63 -1.61 0.86
H 1.76 -0.28 0.42
H 0.03 -1.61 -1.54
H 0.94 1.13 -1.50
H 0.38 0.15 -2.92
N -1.32 0.63 0.68
C -1.50 0.52 2.01
O -1.96 1.62 2.66
O -1.33 -0.48 2.66
H -1.69 1.48 0.28
H -0.68 0.09 -0.03
H -2.06 2.36 2.05
*
```

Here are the Löwdin charges for atoms 1 to 4, given in e: atom 1 (C): -0.1479, atom 2 (N): -0.1694, atom 3 (C): -0.5884, atom 4 (O): -0.2944

Quick look at relative energies in hartree: <a> 0.0226; <b> 0.0000.

<a>
Entry from the Open Molecules 2025 dataset: a single C5H5BrO2 molecule (ωB97M-V/def2-TZVPD).

Results
LUMO energy in Eh: -0.0106
HOMO-LUMO gap in eV: 9.5

Structure (ORCA input):
```
! RIJCOSX wB97M-V def2-TZVPD def2/J DEFGRID3
* xyz 0 1
O -2.03 1.84 -1.76
C -1.37 1.22 -0.99
C -0.83 1.54 0.33
C -0.11 0.56 0.90
C -0.04 -0.64 -0.02
O 1.24 -1.00 -0.45
C -0.86 -0.24 -1.21
Br -2.00 -1.72 -1.81
H -1.14 2.45 0.68
H 0.23 0.72 1.91
H -0.49 -1.39 0.69
H 1.90 -0.68 0.12
H -0.16 -0.21 -2.00
*
```

Here are the Löwdin charges for atoms 1 to 4, given in e: atom 1 (O): 0.1260, atom 2 (C): -0.3981, atom 3 (C): 0.0098, atom 4 (C): 0.0251

<b>
Entry from the Open Molecules 2025 dataset: 2 unconnected molecules or ions with the total composition C5H5BrO2 (ωB97M-V/def2-TZVPD).

Results
LUMO energy in Eh: 0.0015
HOMO-LUMO gap in eV: 9.8

Structure (ORCA input):
```
! RIJCOSX wB97M-V def2-TZVPD def2/J DEFGRID3
* xyz 0 1
O -2.36 -1.11 -2.17
C -1.84 -0.76 -1.17
C -1.22 -0.17 -0.15
C -1.62 -0.19 1.24
O -2.48 -0.75 1.86
H -0.84 0.84 -0.22
H -0.87 0.38 1.81
C 2.48 -0.14 -0.12
C 1.34 0.43 -0.36
Br 0.95 2.26 0.31
H 2.73 -1.15 -0.64
H 3.13 0.15 0.77
H 0.61 0.22 -1.15
*
```

Here are the Löwdin charges for atoms 1 to 4, given in e: atom 1 (O): 0.2048, atom 2 (C): -0.0826, atom 3 (C): -0.1464, atom 4 (C): -0.3287

Quick look at relative energies in hartree: <a> 0.0000; <b> 0.0765.